Here is 2 unconnected molecules or ions with the total composition CH5NO3 from the OMol25 dataset. Energies are from ωB97M-V with the def2-TZVPD basis set.

Summary:
SMILES: N=C(O)O.O
relative energy (zero: lowest compared OMol25 entry of this formula, charge and spin): 3.8494 eV
total charge: 0

Each line ends with the natural charge from an NBO analysis.
Element x y z (Å)
N -0.898756 -0.044961 0.648400  -0.65
H -0.822059 -0.494345 -1.802561  0.50
H -1.560469 0.468320 0.069518  0.35
C 0.049130 -0.591605 -0.079206  0.70
O 0.074196 -0.486504 -1.437571  -0.72
H -0.161406 2.298171 1.083615  0.49
H 0.878918 0.806259 0.711996  0.49
O 0.544613 -1.788702 0.325452  -0.64
O 0.677966 1.909215 0.786433  -1.01
H 1.217866 -2.075849 -0.306075  0.49

Forces on the atoms, in the same order (eV/Å):
1.90 -2.44 -0.89
0.26 0.24 0.28
0.71 0.66 0.01
-6.56 -2.10 0.07
1.06 0.19 -0.66
0.23 -1.70 0.08
-2.01 5.96 1.35
1.38 1.17 0.52
3.03 -2.02 -0.75
0.00 0.03 -0.01